This record from the OMol25 dataset describes a 7-piece molecular cluster, C30H59Cl12I2N3O3P overall at a distorted geometry. The level of theory is ωB97M-V/def2-TZVPD.

Calculated values
Net charge = +1
HOMO = -11.105 eV
Frontier orbital gap = 7.582 eV

Geometry as XYZ:
```
110
Properties=species:S:1:pos:R:3:forces:R:3:lowdin_charge:R:1
C 3.0107 -1.5750 2.2692 -1.189 0.265 0.014 -0.182
O 2.8457 -0.1730 2.4494 0.970 -0.380 -0.229 -0.202
C 3.8005 0.3166 3.3860 -0.705 1.253 0.427 -0.231
C 4.0087 1.8283 3.1417 0.695 -0.499 -0.074 -0.166
C 5.2271 2.1110 2.2208 -0.683 0.000 0.077 -0.191
C 5.0598 3.3738 1.3346 0.972 -0.333 0.356 -0.210
C 5.6193 3.2219 -0.0935 -0.272 -0.047 -0.223 -0.205
C 5.0428 2.0239 -0.8762 -0.561 0.026 0.509 -0.200
C 3.5283 1.9372 -0.6245 0.013 -0.043 -0.865 -0.224
C 2.7845 1.0465 -1.6332 -0.537 0.154 0.833 -0.183
C 1.2983 0.8936 -1.1729 0.739 0.170 -0.602 -0.180
C 0.2968 1.2570 -2.2978 -0.639 -0.415 1.355 -0.154
C -1.0170 0.4295 -2.1075 0.902 0.509 -0.425 -0.121
C -1.6623 0.9272 -0.8551 -0.110 -0.219 -1.126 -0.192
N -2.0700 2.2616 -0.7530 0.494 -1.975 0.527 0.228
C -2.5521 2.4218 0.4720 -1.220 3.103 -0.040 -0.430
C -3.0051 3.8051 0.8676 0.689 0.009 0.686 -0.248
C -1.7239 4.6239 1.2263 0.276 -1.288 -0.233 -0.790
C -0.7292 3.8310 2.1132 -0.363 1.196 0.249 -0.163
I -2.2131 6.4932 2.1299 -0.115 -0.123 -0.272 0.876
N -2.5224 1.3103 1.1641 0.541 -0.786 -0.558 -0.386
I -3.1348 1.0713 3.0895 0.116 0.024 0.066 1.132
C -1.9411 0.3315 0.3206 -0.748 -0.749 -0.053 -0.220
P -1.6349 -1.3650 0.8687 1.573 -0.375 1.646 0.462
N -0.6489 -1.2822 2.0583 0.026 -0.053 -0.544 -0.120
O -1.1227 -2.2938 -0.3446 -0.930 1.012 0.369 -0.174
O -3.0347 -1.9224 1.3618 -0.434 0.171 -0.839 -0.162
H 4.0446 -1.8481 2.0345 -0.101 0.012 0.006 0.058
H 2.3505 -1.8567 1.4352 0.417 0.128 0.407 -0.012
H 2.6384 -2.1154 3.1549 0.431 0.173 -0.049 0.030
H 3.3657 0.2266 4.3924 0.279 -0.446 -0.029 0.123
H 4.7502 -0.2247 3.3080 -0.107 -0.036 0.096 0.121
H 4.1914 2.3274 4.0992 -0.291 -0.026 -0.065 0.110
H 3.0711 2.2030 2.7180 0.125 0.086 0.027 0.101
H 5.3914 1.1939 1.6440 0.034 0.284 -0.265 0.099
H 6.1091 2.2338 2.8568 -0.021 -0.115 -0.123 0.112
H 4.0191 3.7044 1.3557 0.046 -0.070 -0.222 0.093
H 5.6540 4.1637 1.8103 -0.313 0.105 -0.078 0.107
H 5.3607 4.1300 -0.6555 0.078 -0.065 0.099 0.108
H 6.7134 3.1909 -0.0614 -0.099 -0.111 0.017 0.110
H 5.4921 1.0666 -0.5892 0.106 0.157 0.036 0.107
H 5.2125 2.1315 -1.9536 0.096 0.109 0.141 0.111
H 3.2773 1.5631 0.3720 0.296 0.061 0.052 0.093
H 3.1144 2.9555 -0.7033 -0.045 -0.147 0.070 0.122
H 3.2521 0.0615 -1.6536 0.089 0.014 -0.239 0.082
H 2.8078 1.4899 -2.6333 0.179 -0.125 0.056 0.108
H 1.1891 1.5536 -0.3043 -0.349 -0.110 -0.100 0.100
H 1.1259 -0.1235 -0.7917 -0.002 0.083 -0.150 0.087
H 0.7358 1.1129 -3.2831 -0.171 0.048 0.004 0.116
H 0.0153 2.3010 -2.1146 0.380 0.100 -0.722 0.099
H -1.6688 0.5175 -2.9830 -0.121 0.124 0.234 0.118
H -0.7213 -0.6149 -2.0511 -0.366 -0.041 0.142 0.052
H -1.9975 2.9593 -1.4775 -0.111 0.141 0.108 0.172
H -3.4852 4.2899 0.0168 -0.152 -0.207 0.129 0.036
H -3.7126 3.7626 1.6965 0.092 0.008 -0.025 0.044
H -1.2043 4.7921 0.2775 -0.148 0.588 0.161 0.072
H -0.0704 4.5726 2.5730 0.220 -0.323 -0.111 0.055
H -1.2528 3.3541 2.9430 0.128 -0.193 -0.129 0.025
H -0.1222 3.1349 1.5284 -0.190 -0.118 0.120 0.078
H 0.1928 -1.8255 1.8891 0.109 0.113 0.555 -0.041
H -0.1886 -2.0491 -0.4620 0.037 -0.449 -0.340 0.018
H -2.9300 -2.2119 2.2833 0.109 -0.070 -0.063 0.059
Cl 0.2892 -3.0917 -2.9374 0.126 -0.042 -0.159 0.588
C -1.0345 -4.2426 -3.2735 -0.102 -0.141 0.022 -0.654
C -1.8411 -3.8379 -4.4793 0.012 -0.105 -0.067 -0.652
Cl -2.7909 -2.3549 -4.1837 0.022 0.051 0.012 0.551
H -1.6541 -4.3111 -2.3821 0.020 0.116 0.012 0.064
H -0.5731 -5.2137 -3.4450 0.025 0.033 -0.062 0.034
H -2.5512 -4.6246 -4.7266 -0.009 0.007 0.057 0.042
H -1.2065 -3.6648 -5.3449 0.007 0.086 0.039 0.073
Cl -5.6243 1.8571 0.7069 -0.204 -0.127 -0.151 0.585
C -7.2746 2.5409 0.6871 -0.245 0.056 -0.075 -0.612
C -7.2517 4.0435 0.5731 -0.061 0.046 -0.073 -0.643
Cl -6.6011 4.8152 2.0427 0.094 -0.006 -0.017 0.555
H -7.7830 2.2125 1.5900 0.110 0.020 0.052 0.075
H -7.7883 2.1115 -0.1713 0.077 0.020 -0.042 0.079
H -8.2656 4.4165 0.4381 -0.013 -0.044 0.046 0.079
H -6.6505 4.3710 -0.2726 0.039 -0.015 0.038 0.065
Cl -1.6380 -4.0418 4.5960 -0.018 0.055 -0.094 0.546
C -1.1578 -5.1570 3.2888 -0.131 -0.036 -0.028 -0.658
C 0.2691 -5.6153 3.4200 0.115 -0.172 -0.018 -0.636
Cl 1.4365 -4.2966 3.1261 -0.142 -0.173 0.000 0.613
H -1.3227 -4.6546 2.3392 0.038 0.096 -0.009 0.054
H -1.8254 -6.0154 3.3459 0.043 -0.023 0.043 0.075
H 0.4701 -6.3871 2.6783 -0.021 0.027 -0.027 0.074
H 0.4719 -6.0264 4.4059 -0.009 0.091 0.025 0.073
Cl 0.4687 -8.1975 -3.0498 -0.005 0.072 0.018 0.542
C -0.9874 -8.8966 -2.2923 -0.009 -0.091 0.087 -0.657
C -2.1630 -8.9193 -3.2350 -0.013 -0.173 0.020 -0.644
Cl -2.7555 -7.2772 -3.5970 -0.055 0.024 -0.022 0.580
H -1.2073 -8.3211 -1.3963 0.000 0.055 -0.051 0.066
H -0.7346 -9.9131 -1.9953 -0.003 -0.011 -0.071 0.075
H -2.9892 -9.4629 -2.7799 0.006 0.053 0.048 0.077
H -1.9135 -9.4014 -4.1768 0.048 0.088 -0.017 0.073
Cl -5.4924 8.3706 -3.1919 -0.012 -0.043 0.017 0.553
C -4.2882 8.4013 -1.8809 -0.077 0.044 0.049 -0.662
C -3.1292 7.4792 -2.1556 0.246 0.275 0.096 -0.633
Cl -3.6152 5.7588 -2.0919 -0.012 -0.117 -0.103 0.563
H -4.7933 8.1414 -0.9533 0.000 -0.047 -0.026 0.068
H -3.9281 9.4257 -1.8017 0.066 -0.029 -0.036 0.079
H -2.3593 7.6193 -1.3979 -0.068 -0.042 0.061 0.060
H -2.6889 7.6662 -3.1316 -0.105 -0.097 -0.049 0.073
Cl 5.9773 -3.4336 0.4904 -0.016 0.018 0.008 0.562
C 4.6727 -4.6043 0.1671 -0.010 -0.057 0.074 -0.645
C 3.8584 -4.2244 -1.0430 -0.038 -0.264 -0.138 -0.614
Cl 2.8879 -2.7538 -0.7608 0.134 0.008 -0.297 0.595
H 4.0533 -4.6739 1.0596 -0.005 0.074 -0.012 0.054
H 5.1470 -5.5702 0.0010 0.001 0.021 -0.067 0.076
H 3.1582 -5.0237 -1.2836 -0.024 0.018 0.059 0.075
H 4.4878 -4.0491 -1.9120 0.011 0.110 0.049 0.075
```
Positions in Å, forces in eV/Å.

***

This record from the OMol25 dataset describes C30H60Br8NiO12S5 as an isolated structure at a distorted geometry. The level of theory is ωB97M-V/def2-TZVPD.

Calculated values
2S+1 = 3
Energy above the lowest of the compared OMol25 structures with the same formula, charge and spin = 259.7 kJ/mol
HOMO (spin up / spin down) = -8.145 / -8.056 eV
Frontier orbital gap (spin up / spin down) = 7.808 / 7.152 eV
<S²> = 2.007

Geometry as XYZ:
```
116
Properties=species:S:1:pos:R:3:forces:R:3:lowdin_charge:R:1
Ni 1.1628 1.3566 -1.5079 -1.863 -3.561 1.211 0.779
O 1.0454 0.9155 0.6501 1.280 0.198 -1.706 -0.340
C 0.0332 -0.0041 0.8748 -1.260 0.308 -1.256 -0.361
C -0.3096 -1.0116 -0.3479 0.365 1.435 -1.091 -0.279
O -0.1918 -0.4285 -1.6811 0.871 0.826 2.046 -0.337
H -0.8144 0.6274 1.1411 -1.339 -0.003 -0.651 0.066
H 0.0628 -0.5393 1.8238 1.061 -0.798 0.180 0.061
H -1.2933 -1.4787 -0.3003 -0.840 0.589 0.600 0.060
H 0.2640 -1.9368 -0.2910 1.189 -0.102 0.177 0.056
C -4.5730 -1.9149 1.6228 -0.516 0.354 1.016 -0.212
C -3.4528 -1.2389 2.3983 0.662 -0.299 1.976 -0.236
C -3.7971 -1.2953 3.9581 -0.710 0.164 -0.742 -0.215
S -5.2279 -2.4336 4.2244 1.564 0.040 0.308 0.693
O -6.4012 -1.5906 4.3183 0.103 -0.476 -0.038 -0.331
O -4.9573 -3.4384 5.2736 -0.417 1.332 -1.866 -0.348
C -5.1152 -3.0750 2.5300 -0.369 -0.080 -0.616 -0.206
H -4.2548 -2.1131 0.5993 -0.079 -0.775 0.159 0.067
H -5.3507 -1.1617 1.4970 -0.341 -0.154 0.103 0.096
H -3.2603 -0.2071 2.1044 -0.364 0.003 -0.061 0.050
H -2.4852 -1.7238 2.2689 -0.099 -0.330 -0.117 0.038
H -4.2493 -0.3470 4.2484 0.324 0.056 0.292 0.080
H -2.9967 -1.5950 4.6345 0.025 0.096 -0.210 0.057
H -6.1315 -3.3891 2.2920 0.034 0.004 -0.213 0.098
H -4.4871 -3.9650 2.5660 0.197 0.108 -0.034 0.098
C 0.5668 -1.9140 -6.0160 -0.117 -0.022 0.676 -0.201
C -0.5830 -0.9475 -6.4114 -0.417 0.847 -0.755 -0.203
C -0.7098 0.3071 -5.5040 1.453 -0.942 0.399 -0.210
S 1.0496 0.5431 -4.9767 -2.842 -0.640 0.672 0.732
O 1.0451 1.1481 -3.6364 0.698 0.203 -0.971 -0.378
O 1.7974 1.1212 -6.0450 0.654 0.523 -0.293 -0.284
C 1.3359 -1.2493 -4.9163 0.857 1.938 1.238 -0.235
H 1.2364 -2.2276 -6.8168 -0.348 0.310 -0.247 0.121
H 0.2064 -2.8177 -5.5245 -0.373 -0.105 -0.518 0.056
H -1.5727 -1.4042 -6.4170 0.224 -0.334 -0.143 0.076
H -0.3845 -0.5550 -7.4087 -0.060 -0.254 -0.151 0.110
H -1.2676 0.0516 -4.6030 0.092 0.320 0.139 0.060
H -1.1149 1.1907 -5.9971 0.182 -0.112 0.076 0.093
H 0.9113 -1.4516 -3.9330 0.247 -0.289 0.270 0.081
H 2.4259 -1.2549 -4.9231 0.072 -0.680 0.021 0.105
C 0.4322 5.7498 0.1141 1.755 -0.481 -1.042 -0.207
C -0.5192 5.1905 1.1660 -0.457 0.882 -0.605 -0.233
C -0.8528 3.7819 0.7626 -0.452 0.051 -0.494 -0.185
S -1.0779 3.8462 -1.1290 -1.264 2.591 2.140 0.784
O -2.4673 4.1659 -1.5155 2.309 -1.151 0.469 -0.332
O -0.3701 2.7081 -1.6700 0.035 -0.191 -0.839 -0.367
C -0.0911 5.4149 -1.3480 -0.395 0.371 1.307 -0.162
H 1.4466 5.3509 0.1203 0.036 -0.673 0.576 0.096
H 0.6674 6.7978 0.2998 -0.657 0.250 -0.448 0.114
H -1.3402 5.9065 1.1285 -0.618 -0.400 0.153 0.121
H -0.1816 5.2031 2.2023 0.471 0.097 -0.159 0.117
H -1.7248 3.3470 1.2511 -0.253 0.100 -0.445 0.089
H 0.0054 3.1858 1.0729 0.132 -0.631 -0.871 0.078
H -0.6927 6.2714 -1.6522 -0.681 -0.583 -0.193 0.098
H 0.6354 5.2661 -2.1469 0.292 -0.226 0.433 0.098
C 3.6129 -3.8376 -1.0544 0.139 0.622 -1.133 -0.201
C 4.9043 -3.2134 -0.5710 0.069 0.743 0.296 -0.216
C 4.5509 -1.7000 -0.3771 0.015 -0.219 -0.987 -0.159
S 3.7260 -1.2014 -2.0186 4.662 -1.994 1.770 0.760
O 4.9178 -1.0674 -2.9109 -2.928 0.268 0.790 -0.342
O 2.7380 -0.1646 -1.8098 0.301 0.071 -0.605 -0.359
C 3.0066 -2.8716 -2.1353 -1.296 0.183 0.369 -0.201
H 2.9315 -3.9551 -0.2118 -0.175 -0.075 -0.236 0.097
H 3.8242 -4.7951 -1.5304 -0.289 -0.082 0.196 0.115
H 5.7071 -3.4610 -1.2655 0.012 0.774 -0.322 0.115
H 5.2456 -3.7060 0.3394 -0.236 0.360 0.351 0.115
H 5.3808 -1.0079 -0.2341 -0.032 -0.120 -0.013 0.099
H 3.8158 -1.5838 0.4192 -0.047 0.073 0.005 0.101
H 2.9884 -3.2654 -3.1515 0.192 0.200 0.074 0.102
H 1.9988 -2.5964 -1.8244 -0.425 -0.325 -0.296 0.072
C 3.1399 3.5554 2.4855 0.149 -0.802 0.617 -0.215
C 4.3627 4.4927 2.6040 0.570 0.366 -0.290 -0.221
C 5.6386 3.6591 2.2213 -1.868 -0.274 0.897 -0.194
S 5.3551 2.2105 3.2955 -1.139 1.187 0.495 0.661
O 5.7479 2.6134 4.6409 -0.593 -0.195 -1.008 -0.327
O 5.8827 1.0077 2.7586 0.813 -1.273 -0.675 -0.334
C 3.4901 2.1717 3.1099 1.044 0.311 0.646 -0.192
H 2.8740 3.3691 1.4450 0.163 0.091 -0.149 0.096
H 2.2558 3.9922 2.9498 0.055 0.040 0.165 0.091
H 4.4629 4.9602 3.5835 -0.019 -0.495 0.274 0.111
H 4.2270 5.3588 1.9563 0.122 -0.130 -0.374 0.102
H 6.6296 4.0326 2.4792 -0.250 0.212 -0.250 0.104
H 5.4712 3.3539 1.1884 0.632 -0.166 -0.035 0.101
H 3.1887 1.9443 4.1324 -0.277 0.782 0.223 0.060
H 3.1375 1.2907 2.5736 0.434 0.236 -0.639 0.084
Br 0.7576 -6.7330 0.6664 -0.390 0.700 0.859 0.552
C 0.3358 -5.6200 2.2912 -0.088 0.009 -0.044 -0.655
C -0.1287 -4.2200 1.8802 0.329 -0.280 0.967 -0.591
Br -0.4865 -3.2023 3.6128 0.311 -0.686 -1.107 0.629
H 1.2369 -5.6559 2.9036 0.062 0.375 -0.360 0.050
H -0.4271 -6.1057 2.8996 -0.111 -0.240 -0.506 0.054
H -1.0761 -4.2470 1.3419 0.172 0.092 0.099 0.051
H 0.6409 -3.6714 1.3372 -0.235 0.078 0.141 0.034
Br -4.7283 -3.0239 -2.3130 0.459 -0.024 0.306 0.634
C -2.8579 -3.4959 -1.9461 0.058 -0.790 -0.544 -0.661
C -1.9482 -2.9929 -3.0447 -1.170 0.089 -0.130 -0.661
Br -2.3391 -3.8156 -4.7953 0.036 -0.067 0.432 0.650
H -2.8128 -4.5842 -1.9076 -0.186 0.081 0.292 0.057
H -2.5411 -3.0490 -1.0037 -0.248 0.007 -0.023 0.033
H -0.9099 -3.2375 -2.8209 -0.091 0.569 -0.047 0.063
H -2.2612 -1.9555 -3.1632 1.119 0.176 -0.196 0.033
Br -4.2981 1.5744 0.0218 0.612 -0.253 -1.041 0.645
C -3.7120 1.0992 -1.8677 -0.714 -0.607 0.673 -0.617
C -4.5061 1.9670 -2.7849 0.391 0.726 -0.915 -0.654
Br -4.0462 1.3843 -4.6275 -0.224 0.005 0.234 0.642
H -3.9964 0.0550 -1.9976 -0.116 0.042 0.258 0.015
H -2.6316 1.1398 -2.0064 -0.015 0.439 0.429 0.044
H -4.1695 3.0037 -2.7809 -0.129 -0.166 0.243 0.029
H -5.5929 1.9251 -2.7123 0.269 -0.286 0.175 0.060
Br -2.1823 1.1284 6.5445 0.607 -0.196 -0.933 0.618
C -0.9657 0.9259 5.0207 1.014 1.155 -1.242 -0.680
C -0.2753 2.2754 4.5283 -0.065 -0.883 1.475 -0.554
Br 0.9357 3.0103 6.0272 -0.862 -0.549 -1.443 0.524
H -1.4059 0.4672 4.1352 -1.139 0.501 0.012 0.033
H -0.2278 0.1363 5.1629 0.346 0.463 1.051 0.053
H -0.9329 3.1019 4.2591 -0.317 -0.250 0.562 0.041
H 0.3092 2.0923 3.6267 0.465 -0.305 0.304 0.035
```
Positions in Å, forces in eV/Å.